(one)
Below is a 3-piece molecular cluster, C3H12N2O2 overall, with properties calculated with wB97M-V/def2-TZVPD.

Positions of all 19 atoms, in Å:
O: 1.339 1.987 -1.458
O: -0.843 -0.982 0.691
N: 1.095 -0.125 -0.626
N: 0.815 0.660 -1.761
C: -0.631 0.816 -1.917
C: -1.112 -1.858 1.726
C: 0.346 0.522 1.428
H: 0.351 -0.825 -0.395
H: -1.095 1.219 -1.012
H: 2.008 2.109 -2.143
H: -0.325 -2.619 1.880
H: -1.059 -0.165 -2.118
H: -0.804 1.485 -2.756
H: -1.223 -1.323 2.692
H: 0.969 -0.147 2.006
H: 2.011 -0.547 -0.729
H: 0.834 1.418 1.074
H: -2.063 -2.386 1.557
H: -0.613 0.762 1.861

---

(two)
Below is a 2-piece molecular cluster, C3H12N2O2 overall, with properties calculated with wB97M-V/def2-TZVPD.

Positions of all 19 atoms, in Å:
O: -0.282 3.830 2.072
O: -2.146 -0.229 -1.166
N: 0.429 0.859 0.232
N: 1.072 -2.652 0.102
C: 1.390 -1.292 -0.413
C: -0.760 -0.645 -1.284
C: 0.201 -0.574 -0.033
H: 1.439 -3.390 -0.509
H: -2.109 0.815 -1.282
H: 2.210 -0.798 0.069
H: 0.982 0.985 1.113
H: -0.603 -1.764 -1.365
H: -0.109 -0.097 -2.082
H: 1.822 -1.047 -1.470
H: -1.146 3.481 1.927
H: -0.448 1.424 0.356
H: 1.693 -2.861 1.012
H: 0.335 3.071 2.084
H: -0.137 -1.000 0.943

---

(three)
Below is a 3-piece molecular cluster, C3H12N2O2 overall, with properties calculated with wB97M-V/def2-TZVPD.

Positions of all 19 atoms, in Å:
O: 0.427 -1.628 2.094
O: -1.602 -1.838 0.011
N: 2.347 -0.087 0.495
N: 0.500 0.123 -1.037
C: -0.415 1.243 -1.233
C: -1.445 1.416 -0.066
C: 1.697 0.473 -0.458
H: -1.108 -2.047 0.815
H: 1.039 -1.315 1.411
H: 0.025 -0.730 -0.726
H: 2.152 1.331 -0.976
H: -1.044 1.043 -2.093
H: 3.082 0.572 0.735
H: 0.767 -2.456 2.463
H: 0.154 2.166 -1.356
H: -1.392 -2.570 -0.572
H: -2.232 2.108 -0.404
H: -1.970 0.465 0.019
H: -0.981 1.731 0.878

---

Tell me which of them is the least stable. Sure, it is (one).

---

(one)
Below is a 2-piece molecular cluster, CH3F2OP overall, with properties calculated with wB97M-V/def2-TZVPD.

Positions of all 8 atoms, in Å:
P: -1.617 0.721 0.136
F: 0.201 -0.765 1.420
F: 1.239 0.831 0.205
O: -2.598 -0.184 0.740
C: 0.144 0.040 0.274
H: -1.843 0.865 -1.279
H: 2.379 -0.659 -0.427
H: 2.095 -0.848 -1.070

---

(two)
Below is a 2-piece molecular cluster, CH3F2OP overall, with properties calculated with wB97M-V/def2-TZVPD.

Positions of all 8 atoms, in Å:
P: -2.318 0.698 0.263
F: -1.545 -0.076 -0.869
F: -1.100 0.499 1.270
O: 1.455 -0.305 0.799
C: 1.687 -0.761 -0.227
H: 2.664 -1.505 -0.155
H: 1.224 -0.433 -1.344
H: -2.067 1.884 0.264

---

Tell me which of them is the least stable. Sure, it is (one).

---

(one)
Below is a 2-piece molecular cluster, C3H11NOS overall, with properties calculated with wB97M-V/def2-TZVPD.

Positions of all 17 atoms, in Å:
S: 1.011 3.321 0.233
O: -0.757 -2.137 1.751
N: 0.235 -1.733 -0.866
C: -0.100 1.989 -0.324
C: 0.503 0.594 -0.258
C: -0.434 -0.419 -0.923
H: -0.542 2.212 -1.294
H: 0.848 -1.811 -0.071
H: -1.049 -2.964 2.157
H: 2.144 2.704 -0.133
H: -0.798 -1.504 2.473
H: -0.911 2.002 0.408
H: -0.438 -0.170 -1.986
H: 1.498 0.527 -0.705
H: -0.465 -2.456 -0.788
H: 0.671 0.288 0.780
H: -1.417 -0.445 -0.455

---

(two)
Below is a 2-piece molecular cluster, C3H11NOS overall, with properties calculated with wB97M-V/def2-TZVPD.

Positions of all 17 atoms, in Å:
S: -2.789 -1.754 0.451
O: 0.650 2.882 1.221
N: 2.023 -0.290 0.237
C: -0.327 -0.738 0.113
C: -1.664 -0.714 -0.584
C: 0.941 -0.633 -0.799
H: -0.077 -0.073 0.941
H: 1.879 0.634 0.614
H: 0.311 2.278 0.517
H: -0.201 -1.823 0.659
H: 2.900 -0.184 -0.337
H: -3.411 -0.742 1.123
H: 1.190 -1.570 -1.368
H: 1.516 3.275 0.995
H: -2.029 0.309 -0.682
H: 0.838 0.283 -1.490
H: -1.751 -1.141 -1.611

---

(three)
Below is C3H11NOS as an isolated structure, with properties calculated with wB97M-V/def2-TZVPD.

Positions of all 17 atoms, in Å:
S: -1.832 -1.508 -2.265
O: 1.149 1.334 0.169
N: 0.708 -1.001 0.873
C: -0.553 -0.725 -1.233
C: 0.616 2.310 1.015
C: -0.546 -1.330 0.161
H: 0.598 -1.267 1.844
H: -0.689 0.353 -1.222
H: 0.950 3.298 0.677
H: -1.410 -0.973 0.716
H: 1.518 -1.457 0.462
H: -0.619 -2.422 0.128
H: -1.776 -0.667 -3.316
H: 0.973 2.282 2.056
H: 0.992 0.315 0.630
H: 0.406 -0.890 -1.729
H: -0.486 2.350 1.032

---

Tell me which of them is the least stable. Sure, it is (two).

---

(one)
Below is a 2-piece molecular cluster, C3H11NOS overall, with properties calculated with wB97M-V/def2-TZVPD.

Positions of all 17 atoms, in Å:
S: 0.957 -2.160 2.150
O: -1.164 3.278 -0.982
N: -0.699 0.620 0.462
C: -0.224 -0.697 0.049
C: -0.169 -0.740 -1.482
C: 1.122 -1.103 0.666
H: 0.474 -1.199 2.949
H: -1.158 -0.735 -1.923
H: -1.242 2.326 -0.796
H: 1.699 -0.213 0.896
H: 0.469 0.048 -1.904
H: 0.120 1.234 0.428
H: -0.854 0.611 1.474
H: -0.405 3.566 -0.464
H: -0.953 -1.456 0.306
H: 0.330 -1.639 -1.820
H: 1.698 -1.742 -0.010

---

(two)
Below is a 2-piece molecular cluster, C3H11NOS overall, with properties calculated with wB97M-V/def2-TZVPD.

Positions of all 17 atoms, in Å:
S: -2.026 -2.246 0.676
O: 0.666 0.101 -4.083
N: 0.694 0.728 0.763
C: 1.279 1.572 1.770
C: -0.373 -0.150 1.205
C: -0.779 -1.066 0.075
H: 0.376 -0.816 -3.996
H: 1.887 0.989 2.459
H: 0.494 1.194 -0.112
H: 1.919 2.324 1.326
H: -1.269 0.391 1.540
H: 0.552 2.123 2.378
H: 0.040 -0.779 1.988
H: -0.138 0.542 -4.380
H: -1.210 -0.497 -0.747
H: -2.205 -2.868 -0.494
H: 0.093 -1.542 -0.368

---

Tell me which of them is the least stable. Sure, it is (two).

---

(one)
Below is an isolated ion of composition C3H3N2O and charge +1, with properties calculated with wB97M-V/def2-TZVPD.

Its charge is +1.

Positions of all 9 atoms, in Å:
O: 2.134 1.652 -0.042
N: 1.365 0.879 0.218
N: -0.173 0.010 -1.903
C: 0.482 0.280 0.937
C: -0.526 -0.595 0.376
C: -0.781 -0.601 -1.035
H: -1.356 -1.063 0.918
H: -1.700 -1.062 -1.408
H: 0.555 0.498 1.939

---

(two)
Below is an isolated ion of composition C3H3N2O and charge +1, with properties calculated with wB97M-V/def2-TZVPD.

Its charge is +1.

Positions of all 9 atoms, in Å:
O: 0.398 -1.366 -0.008
N: 2.158 0.432 -0.013
N: -0.335 0.877 0.010
C: 0.933 0.998 -0.084
C: -0.826 -0.564 -0.007
C: 1.425 -0.623 0.032
H: -1.501 -0.789 0.797
H: -1.375 -0.621 -0.817
H: -0.877 1.657 0.090

---

(three)
Below is C3H3N2O as an isolated structure, with properties calculated with wB97M-V/def2-TZVPD.

Its charge is +1.

Positions of all 9 atoms, in Å:
O: 0.342 1.651 -1.951
N: 0.866 0.591 -2.214
N: -0.388 1.308 -0.322
C: -0.082 0.074 -0.041
C: -0.305 -0.722 1.184
C: 0.631 -0.150 -1.237
H: 0.232 -1.666 1.130
H: 0.006 -0.159 2.219
H: -1.301 -0.928 1.232

---

Tell me which of them is the least stable. Sure, it is (three).

---

(one)
Below is a 2-piece molecular cluster, C4H14N2O overall, with properties calculated with wB97M-V/def2-TZVPD.

Positions of all 21 atoms, in Å:
O: 1.839 -1.478 3.315
N: -1.467 -0.620 2.155
N: -0.226 0.728 -3.520
C: 0.269 0.799 -1.005
C: -0.987 0.241 1.094
C: 0.198 -0.139 0.231
C: 0.223 0.018 -2.335
H: -0.476 -0.808 -2.158
H: -0.489 1.551 -0.849
H: 1.182 -0.058 0.721
H: 0.218 -1.242 0.168
H: -1.162 1.106 -3.426
H: -1.007 1.297 1.455
H: 1.284 1.200 -0.955
H: -1.803 0.428 0.379
H: -1.750 -0.232 3.047
H: 1.075 -0.934 3.243
H: 2.250 -1.484 2.473
H: 1.208 -0.401 -2.527
H: 0.447 1.429 -3.795
H: -0.824 -1.399 2.289

---

(two)
Below is a 2-piece molecular cluster, C4H14N2O overall, with properties calculated with wB97M-V/def2-TZVPD.

Positions of all 21 atoms, in Å:
O: 2.433 -2.913 0.921
N: 0.100 1.471 0.876
N: -0.042 -1.483 -1.806
C: -0.386 -0.026 -1.859
C: -1.361 0.440 -0.841
C: 0.060 2.390 2.026
C: -0.970 0.590 0.554
H: -1.068 -0.374 1.025
H: -0.867 3.061 1.871
H: -0.702 -2.046 -1.265
H: -0.543 0.233 -2.933
H: -1.762 1.155 1.047
H: 0.231 2.030 0.128
H: 0.911 3.098 1.901
H: -0.085 1.829 2.931
H: 1.959 -3.115 0.142
H: -0.224 -1.855 -2.694
H: -2.262 -0.150 -1.048
H: 1.633 -2.870 1.489
H: -1.659 1.541 -1.120
H: 0.516 0.480 -1.608

---

Tell me which of them is the least stable. Sure, it is (two).